The following is a quantum chemistry calculation of 2 unconnected molecules or ions with the total composition C4H6ClN, from the OMol25 dataset.

Computed properties:
E = -670.76171 a.u.
Energy above the lowest of the compared OMol25 structures with the same formula, charge and spin = 117.3 kcal per mole
F_max = 6.1 eV/A
Charge = 0
E_HOMO = -0.324 Eh
LUMO level = -0.24 eV

CARTESIAN COORDINATES (ANGSTROEM)
C 0.47932 -0.83173 0.15027
C 0.77814 0.31153 0.04199
C 0.51077 -2.25383 0.56567
C 0.11928 2.57749 -0.20809
N -1.29302 2.54948 -0.07129
Cl 1.07822 3.24192 1.08062
H -0.33057 -2.46899 1.18836
H 0.19582 -2.73322 -0.35035
H 1.40942 -2.61597 0.94933
H 0.48633 2.68486 -1.26278
H -1.58793 1.98319 0.64772
H -1.73797 2.71267 -0.93565